No. 1
The following is a DFT calculation (ωB97M-V with the def2-TZVPD basis set) of the molecule C3H7N3O.

ORCA input file:
```
! RIJCOSX wB97M-V def2-TZVPD def2/J DEFGRID3
* xyz 0 1
C 1.285 1.748 0.173
C 0.012 0.981 -0.055
N 1.130 -1.145 0.031
C -2.249 -1.380 0.124
O -1.106 1.536 -0.118
N -1.629 -0.623 -0.679
N 0.039 -0.352 -0.309
H 1.897 -0.969 -0.614
H 0.904 -2.126 -0.107
H 1.738 1.992 -0.790
H 1.982 1.169 0.780
H 1.060 2.678 0.699
H -3.185 -1.823 -0.242
H -1.877 -1.685 1.108
*
```

As for the total energy: -9738.2175 eV. The SMILES is C=NN(N)C(C)=O. For the gap between HOMO and LUMO, the calculation gives 8.99 eV. The value obtained for the HOMO energy is -8.4 eV. The energy above the lowest of the compared OMol25 structures with the same formula, charge and spin is 111.1 kcal per mole.


No. 2
The following is a DFT calculation (ωB97M-V with the def2-TZVPD basis set) of a cluster of 4 separate species, C8H25BO4 in total.

ORCA input file:
```
! RIJCOSX wB97M-V def2-TZVPD def2/J DEFGRID3
* xyz 0 1
B -0.966 -2.354 1.299
O -0.611 -1.698 2.420
C 0.764 -1.649 2.839
C 1.097 -2.801 3.761
H -2.011 -2.080 0.794
H -0.264 -3.205 0.823
H 1.404 -1.635 1.955
H 0.885 -0.693 3.350
H 1.046 -3.750 3.224
H 2.105 -2.689 4.163
H 0.394 -2.843 4.595
C 3.296 1.488 -1.338
C 2.957 0.236 -0.553
O 1.618 0.255 -0.072
H 3.152 2.375 -0.720
H 4.333 1.462 -1.678
H 2.649 1.573 -2.214
H 3.590 0.148 0.330
H 3.119 -0.654 -1.171
H 1.039 0.310 -0.849
C -1.812 2.564 1.455
C -2.231 1.238 0.854
O -1.163 0.607 0.152
H -1.451 3.240 0.680
H -2.652 3.036 1.968
H -1.010 2.421 2.182
H -3.025 1.377 0.120
H -2.605 0.563 1.630
H -0.431 0.456 0.765
C -2.136 0.684 -3.917
C -1.011 -0.200 -3.413
O -0.248 0.432 -2.398
H -1.739 1.624 -4.300
H -2.693 0.188 -4.713
H -2.835 0.914 -3.109
H -0.312 -0.425 -4.220
H -1.413 -1.152 -3.049
H -0.827 0.639 -1.644
*
```

As for the total energy: -17567.7959 eV. The SMILES is BOCC.CCO.CCO.CCO. For the gap between HOMO and LUMO, the calculation gives 10.94 eV. The value obtained for the HOMO energy is -10.1 eV.


No. 3
The following is a DFT calculation (ωB97M-V with the def2-TZVPD basis set) of the molecule C10H16N4O4.

ORCA input file:
```
! RIJCOSX wB97M-V def2-TZVPD def2/J DEFGRID3
* xyz 0 1
C -2.234 1.444 0.060
C -1.030 2.318 0.585
C -2.544 0.560 1.247
C -4.057 0.343 1.468
C 0.814 0.514 0.151
C 1.504 -0.212 1.324
C 1.603 0.504 -1.170
C 1.853 -0.964 -1.543
C 2.858 -1.465 -2.312
C 1.190 -2.932 -1.978
H -0.905 0.721 -1.352
H -2.345 0.927 -1.999
H -2.918 2.223 -0.213
H -2.176 0.945 2.190
H -1.987 -0.651 0.130
H -4.440 -0.081 0.485
H -4.504 1.167 1.861
H -4.144 -0.430 2.247
H 0.864 2.663 0.757
H 0.006 -0.195 0.058
H 2.459 1.199 -0.998
H 1.153 0.905 -2.131
H 3.776 -1.062 -2.663
H 0.648 -3.905 -1.867
H 2.930 -3.747 -2.729
H -0.130 -0.007 2.192
N -1.918 0.650 -1.157
N 0.241 1.855 0.530
N 0.766 -1.795 -1.368
N 2.465 -2.881 -2.410
O -1.241 3.439 1.054
O -1.890 -0.645 1.110
O 2.527 -0.849 1.409
O 0.740 -0.212 2.412
*
```

As for the total energy: -24778.8197 eV. The SMILES is C[C@@H](O)[C@H](N)C(=O)N[C@@H](Cc1c[nH]cn1)C(=O)O. For the gap between HOMO and LUMO, the calculation gives 9.70 eV. The value obtained for the HOMO energy is -9.1 eV. The energy above the lowest of the compared OMol25 structures with the same formula, charge and spin is 65.3 kcal per mole.


No. 4
The following is a DFT calculation (ωB97M-V with the def2-TZVPD basis set) of a structure of composition C25H12Br4N5O2ReS3.

ORCA input file:
```
! RIJCOSX wB97M-V def2-TZVPD def2/J DEFGRID3
* xyz -1 2
Re -0.193 -0.223 -0.089
C 3.861 -1.519 -0.633
C 3.864 -2.756 0.002
C 2.928 -3.009 0.978
C 1.950 -2.061 1.279
N 1.910 -0.889 0.609
C 2.869 -0.631 -0.300
N 1.083 -2.381 2.327
C 0.054 -1.678 2.590
N -0.427 -0.598 1.884
C -1.376 0.064 2.643
N -1.750 1.274 2.527
C -1.228 2.147 1.574
C -1.499 3.501 1.796
C -1.035 4.459 0.932
C -0.293 4.056 -0.171
C -0.059 2.719 -0.347
N -0.491 1.765 0.508
C -1.722 -0.814 3.792
C -2.711 -0.722 4.749
C -2.766 -1.728 5.710
C -1.837 -2.766 5.718
C -0.840 -2.844 4.749
C -0.816 -1.862 3.782
H 4.591 -1.263 -1.389
H 4.592 -3.510 -0.266
H 2.893 -3.947 1.515
H 2.806 0.337 -0.784
H -2.090 3.744 2.667
H -1.258 5.506 1.101
H 0.072 4.759 -0.906
H 0.469 2.358 -1.220
H -3.417 0.098 4.736
H -3.544 -1.705 6.463
H -1.898 -3.527 6.487
H -0.113 -3.648 4.739
S -5.072 0.607 -0.859
C -3.417 0.822 -1.064
S -2.482 -0.534 -0.452
S -2.707 2.206 -1.699
Br 0.724 -1.692 -6.878
C 0.595 -1.862 -5.000
C 0.662 -3.115 -4.391
Br 0.908 -4.676 -5.428
C 0.543 -3.220 -3.001
Br 0.720 -4.856 -2.075
C 0.305 -2.092 -2.221
O 0.135 -2.105 -0.917
C 0.311 -0.829 -2.833
O 0.212 0.214 -2.000
C 0.444 -0.719 -4.204
Br 0.438 1.027 -4.914
*
```

As for the total energy: -352475.0292 eV. For the gap between HOMO and LUMO (alpha / beta), the calculation gives 4.91 / 5.03 eV. The value obtained for the HOMO energy (alpha / beta) is -3.8 / -3.8 eV. Its expectation value of S² is 1.02.


No. 5
The following is a DFT calculation (ωB97M-V with the def2-TZVPD basis set) of a structure of composition C44H35F5NO4PSSbSe4Ti.

ORCA input file:
```
! RIJCOSX wB97M-V def2-TZVPD def2/J DEFGRID3
* xyz -1 1
Ti 0.222 -0.075 0.376
O 0.704 -1.971 -1.333
C 1.737 -1.421 -2.201
C 1.852 0.067 -1.759
O 2.015 0.969 -2.515
O 1.839 0.145 -0.401
C 3.083 -2.069 -1.837
C 4.280 -1.419 -2.136
C 5.495 -1.978 -1.763
C 5.532 -3.191 -1.086
C 4.344 -3.852 -0.803
C 3.126 -3.291 -1.180
C 1.367 -1.575 -3.662
C 0.206 -0.967 -4.133
C -0.172 -1.078 -5.459
C 0.598 -1.842 -6.327
C 1.741 -2.482 -5.864
C 2.132 -2.348 -4.539
H 0.146 -2.541 -1.870
H 4.254 -0.473 -2.665
H 6.418 -1.458 -1.995
H 6.479 -3.617 -0.773
H 4.359 -4.804 -0.283
H 2.202 -3.810 -0.959
H -0.422 -0.413 -3.452
H -1.065 -0.563 -5.787
H 0.304 -1.941 -7.366
H 2.336 -3.090 -6.536
H 3.025 -2.849 -4.193
F -6.421 -3.499 -0.853
C -5.364 -2.842 -0.370
C -4.147 -2.910 -1.011
F -4.016 -3.645 -2.113
C -3.058 -2.261 -0.466
F -1.890 -2.423 -1.091
C -3.123 -1.541 0.728
S -1.751 -0.813 1.537
C -4.374 -1.493 1.335
F -4.529 -0.853 2.494
C -5.475 -2.127 0.799
F -6.655 -2.078 1.432
C 0.135 -3.183 3.202
C 1.609 -2.916 2.945
C 2.292 -4.224 2.539
C 1.871 -1.842 1.874
C 3.358 -1.485 1.805
O 3.424 -0.199 2.497
C 2.195 0.269 2.580
N 1.247 -0.521 2.205
C 2.051 1.598 3.210
C 2.966 1.932 4.212
C 2.832 3.122 4.901
C 1.813 4.005 4.568
C 0.935 3.693 3.544
C 1.031 2.480 2.864
P -0.109 2.137 1.461
C -1.747 2.350 2.209
C -2.852 2.609 1.408
C -4.123 2.629 1.959
C -4.298 2.381 3.315
C -3.199 2.105 4.116
C -1.926 2.080 3.566
C 0.191 3.583 0.403
C 1.315 3.517 -0.426
C 1.452 4.384 -1.492
C 0.467 5.335 -1.738
C -0.610 5.454 -0.880
C -0.753 4.580 0.190
H 0.034 -4.002 3.923
H -0.371 -3.480 2.284
H -0.378 -2.315 3.602
H 2.055 -2.544 3.875
H 1.735 -4.701 1.726
H 2.301 -4.914 3.383
H 3.323 -4.090 2.204
H 1.505 -2.223 0.914
H 3.730 -1.357 0.795
H 3.995 -2.185 2.333
H 3.751 1.233 4.465
H 3.524 3.364 5.698
H 1.709 4.941 5.103
H 0.158 4.392 3.258
H -2.757 2.791 0.342
H -4.962 2.838 1.306
H -5.294 2.379 3.744
H -3.331 1.893 5.171
H -1.080 1.830 4.192
H 2.055 2.752 -0.264
H 2.279 4.262 -2.179
H 0.520 5.948 -2.628
H -1.399 6.162 -1.092
H -1.625 4.657 0.822
Se -3.695 -0.038 -3.746
Sb -2.481 1.912 -2.938
Se -1.024 0.825 -1.113
Se -3.972 3.545 -1.911
Se -1.130 2.910 -4.698
*
```

As for the total energy: -380630.8091 eV. For the gap between HOMO and LUMO, the calculation gives 5.16 eV. The value obtained for the HOMO energy is -3.9 eV.


No. 6
The following is a DFT calculation (ωB97M-V with the def2-TZVPD basis set) of the molecule C2H4INS2.

ORCA input file:
```
! RIJCOSX wB97M-V def2-TZVPD def2/J DEFGRID3
* xyz 0 1
C -0.371 0.635 -0.448
C -0.446 -0.905 -0.412
N -1.325 -0.109 0.308
S 0.852 1.574 0.610
S 0.744 -1.992 0.415
I -3.393 -0.001 0.033
H -0.775 1.143 -1.244
H -0.846 -1.212 -1.421
H 1.049 0.506 1.500
H 1.856 -1.265 0.225
*
```

As for the total energy: -33397.5566 eV. The SMILES is S[C@@H]1[C@H](S)N1I. For the gap between HOMO and LUMO, the calculation gives 8.54 eV. The value obtained for the HOMO energy is -9.2 eV. The energy above the lowest of the compared OMol25 structures with the same formula, charge and spin is 28.3 kcal per mole.